1.
DFT (the ωB97M-V functional and the def2-TZVPD basis) results for C27H25Cl5CoN3O3 as an isolated structure.

Properties
multiplicity = 2
E_LUMO (alpha / beta) = 2.6 / 2.6 eV
electronic energy = -5117.6900 hartree
Kohn-Sham gap (alpha / beta) = 6.964 / 6.937 eV
net charge = -1

Atoms and positions in Å:
1 Co -0.280 -0.035 0.024
2 C -1.422 -2.853 0.854
3 N -0.561 -2.534 -0.284
4 C -1.293 -2.816 -1.506
5 C -0.714 -2.305 -2.823
6 C 0.052 -0.975 -2.873
7 N -0.246 0.098 -1.924
8 C -0.428 1.259 -2.464
9 C -0.304 2.548 -1.854
10 C -0.727 3.674 -2.586
11 C -0.468 4.950 -2.156
12 C 0.279 5.115 -0.972
13 C 0.722 4.047 -0.243
14 C 0.424 2.704 -0.632
15 O 0.837 1.712 0.049
16 C 0.678 -3.306 -0.145
17 C 1.930 -2.828 -0.877
18 C 2.415 -1.412 -0.492
19 N 1.582 -0.852 0.546
20 C 2.136 -0.525 1.645
21 C 1.466 0.050 2.790
22 C 2.236 0.439 3.891
23 C 1.657 0.966 5.025
24 C 0.263 1.100 5.055
25 C -0.521 0.718 3.992
26 C 0.056 0.181 2.816
27 O -0.699 -0.215 1.847
28 H -1.618 -3.937 0.916
29 H -2.370 -2.325 0.755
30 H -0.954 -2.507 1.772
31 H -2.261 -2.355 -1.374
32 H -1.483 -3.902 -1.607
33 H -1.562 -2.259 -3.510
34 H -0.033 -3.050 -3.249
35 H -0.046 -0.584 -3.892
36 H 1.114 -1.187 -2.757
37 H -0.615 1.281 -3.544
38 H -1.275 3.512 -3.510
39 H -0.820 5.807 -2.714
40 H 0.497 6.118 -0.622
41 H 1.274 4.178 0.679
42 H 0.485 -4.351 -0.447
43 H 0.906 -3.332 0.922
44 H 1.801 -2.914 -1.956
45 H 2.710 -3.551 -0.622
46 H 2.368 -0.733 -1.344
47 H 3.464 -1.447 -0.169
48 H 3.217 -0.686 1.761
49 H 3.314 0.318 3.834
50 H 2.262 1.273 5.867
51 H -0.214 1.524 5.932
52 H -1.597 0.836 4.004
53 Cl -6.679 4.172 -1.822
54 C -5.317 3.297 -1.204
55 C -5.053 1.999 -1.617
56 Cl -6.131 1.239 -2.745
57 C -3.946 1.304 -1.146
58 Cl -3.700 -0.338 -1.626
59 C -2.996 1.868 -0.255
60 O -1.930 1.348 0.160
61 C -3.357 3.187 0.201
62 Cl -2.324 3.881 1.396
63 C -4.454 3.873 -0.267
64 Cl -4.778 5.480 0.299

---

2.
DFT (the ωB97M-V functional and the def2-TZVPD basis) results for C27H25CoN6Sb as an isolated structure at a distorted geometry.

Properties
multiplicity = 2
E_LUMO (alpha / beta) = -0.3 / -0.3 eV
electronic energy = -2995.3342 hartree
Kohn-Sham gap (alpha / beta) = 6.331 / 6.670 eV

Atoms and positions in Å:
1 Co -0.013 -0.393 -0.484
2 C 0.055 3.018 0.705
3 C 0.039 2.974 -0.791
4 C 0.078 4.161 -1.525
5 C 0.043 4.124 -2.903
6 C -0.056 2.890 -3.534
7 C -0.087 1.755 -2.746
8 N -0.018 1.787 -1.407
9 Sb -0.317 -0.243 -3.517
10 C 1.573 -0.777 -2.566
11 C 2.524 -1.128 -3.506
12 C 3.809 -1.434 -3.081
13 C 4.078 -1.390 -1.736
14 C 3.080 -1.036 -0.827
15 C 3.404 -1.058 0.633
16 N 1.846 -0.718 -1.250
17 C -2.008 -0.493 -2.169
18 C -3.203 -0.704 -2.828
19 C -4.380 -0.724 -2.091
20 C -4.305 -0.519 -0.734
21 C -3.068 -0.318 -0.117
22 C -3.003 -0.104 1.352
23 N -1.940 -0.318 -0.839
24 H -0.437 3.921 1.063
25 H 1.084 3.029 1.071
26 H -0.422 2.133 1.118
27 H 0.129 5.103 -0.995
28 H 0.077 5.038 -3.482
29 H -0.114 2.815 -4.612
30 H 2.261 -1.187 -4.554
31 H 4.569 -1.733 -3.791
32 H 5.049 -1.671 -1.355
33 H 4.315 -1.629 0.793
34 H 2.599 -1.500 1.212
35 H 3.557 -0.045 1.012
36 H -3.217 -0.851 -3.900
37 H -5.333 -0.889 -2.577
38 H -5.196 -0.513 -0.121
39 H -3.955 0.270 1.726
40 H -2.198 0.576 1.610
41 H -2.787 -1.045 1.855
42 N 3.473 -4.488 -1.010
43 C 2.353 -4.490 -0.709
44 N 1.072 -4.535 -0.343
45 C 0.419 -3.449 -0.593
46 N -0.184 -2.471 -0.815
47 C 0.448 -0.117 1.556
48 C -0.095 -0.100 2.914
49 C 0.060 1.011 3.758
50 C -0.456 1.032 5.044
51 C -1.147 -0.062 5.546
52 C -1.294 -1.183 4.737
53 C -0.778 -1.202 3.453
54 H 1.341 0.490 1.435
55 H 0.607 -1.179 1.339
56 H 0.609 1.873 3.394
57 H -0.311 1.910 5.663
58 H -1.546 -0.052 6.551
59 H -1.806 -2.060 5.115
60 H -0.874 -2.102 2.854

---

3.
DFT (the ωB97M-V functional and the def2-TZVPD basis) results for a 2-piece molecular cluster, C27H25F5N2O5 overall at a distorted geometry.

Properties
multiplicity = 1
E_LUMO = -2.1 eV
electronic energy = -2028.7546 hartree
Kohn-Sham gap = 3.158 eV

Atoms and positions in Å:
1 C -3.342 -0.971 3.525
2 C -1.945 -1.432 3.179
3 O -1.084 -0.287 3.066
4 C 0.198 -0.620 2.757
5 C 1.024 0.578 2.812
6 C 0.448 1.913 2.866
7 C 2.463 0.473 2.932
8 O 3.222 1.437 3.003
9 O 2.903 -0.799 2.975
10 C 4.285 -0.847 3.345
11 C 4.747 -2.268 3.186
12 O 0.529 -1.756 2.447
13 H -3.973 -1.852 3.661
14 H -3.382 -0.393 4.453
15 H -3.787 -0.369 2.727
16 H -1.553 -2.096 3.965
17 H -1.942 -1.963 2.216
18 H 1.291 2.601 2.714
19 H -0.303 2.063 2.078
20 H 0.004 2.107 3.857
21 H 4.866 -0.175 2.696
22 H 4.387 -0.520 4.394
23 H 5.790 -2.344 3.496
24 H 4.165 -2.965 3.794
25 H 4.685 -2.602 2.147
26 C -2.948 4.592 -0.962
27 N -3.091 3.301 -1.613
28 C -4.225 2.989 -2.340
29 C -4.045 1.759 -2.853
30 N -2.790 1.315 -2.461
31 C -2.220 0.078 -2.897
32 C -2.887 -1.096 -2.587
33 F -4.037 -1.031 -1.873
34 C -2.355 -2.326 -2.944
35 F -3.006 -3.470 -2.643
36 C -1.122 -2.362 -3.600
37 F -0.530 -3.550 -3.844
38 C -0.478 -1.182 -3.987
39 F 0.721 -1.231 -4.611
40 C -1.067 0.035 -3.675
41 F -0.526 1.195 -4.120
42 C -2.227 2.251 -1.661
43 C -0.909 2.221 -0.996
44 C -0.193 0.947 -0.861
45 C 1.166 0.959 -0.855
46 C 1.975 -0.218 -1.114
47 C 3.307 -0.115 -1.599
48 C 4.024 -1.260 -1.928
49 C 3.434 -2.526 -1.793
50 C 2.119 -2.638 -1.326
51 C 1.413 -1.500 -0.941
52 O -0.412 3.292 -0.583
53 H -1.996 4.643 -0.428
54 H -2.997 5.384 -1.723
55 H -3.794 4.733 -0.275
56 H -5.044 3.680 -2.422
57 H -4.700 1.183 -3.473
58 H -0.798 0.047 -0.746
59 H 1.689 1.917 -0.766
60 H 3.743 0.881 -1.719
61 H 5.046 -1.175 -2.304
62 H 3.995 -3.425 -2.058
63 H 1.636 -3.613 -1.245
64 H 0.435 -1.596 -0.464

---

4.
DFT (the ωB97M-V functional and the def2-TZVPD basis) results for C27H25F5N3O2RuSeTe as an isolated structure.

Properties
multiplicity = 2
E_LUMO (alpha / beta) = 4.3 / 4.3 eV
electronic energy = -4622.2951 hartree
Kohn-Sham gap (alpha / beta) = 4.693 / 4.626 eV
net charge = -2

Atoms and positions in Å:
1 Ru -0.239 0.297 -0.405
2 C -2.749 0.767 -3.832
3 N -1.605 0.094 -3.255
4 C -1.697 -1.353 -3.406
5 C -1.029 -2.163 -2.293
6 C -1.783 -2.146 -0.946
7 N -0.969 -1.574 0.128
8 C -0.598 -2.356 1.071
9 C 0.228 -2.056 2.228
10 C 0.609 -3.151 3.013
11 C 1.415 -3.038 4.126
12 C 1.871 -1.753 4.478
13 C 1.515 -0.651 3.748
14 C 0.651 -0.723 2.593
15 O 0.289 0.327 1.998
16 C -0.340 0.596 -3.766
17 C -0.082 2.100 -3.627
18 C -0.107 2.700 -2.216
19 N 0.684 1.877 -1.298
20 C 1.959 2.056 -1.359
21 C 2.988 1.184 -0.817
22 C 4.298 1.677 -0.759
23 C 5.372 0.906 -0.370
24 C 5.136 -0.440 -0.041
25 C 3.872 -0.966 -0.109
26 C 2.736 -0.185 -0.492
27 O 1.586 -0.745 -0.553
28 H -2.828 0.603 -4.927
29 H -2.706 1.838 -3.640
30 H -3.662 0.408 -3.356
31 H -1.268 -1.657 -4.381
32 H -2.758 -1.618 -3.443
33 H -0.012 -1.802 -2.122
34 H -0.943 -3.198 -2.643
35 H -2.100 -3.164 -0.679
36 H -2.684 -1.533 -1.037
37 H -0.925 -3.403 1.009
38 H 0.249 -4.134 2.715
39 H 1.690 -3.909 4.708
40 H 2.515 -1.631 5.344
41 H 1.865 0.338 4.020
42 H -0.258 0.352 -4.849
43 H 0.464 0.058 -3.257
44 H -0.770 2.667 -4.260
45 H 0.921 2.258 -4.041
46 H -1.124 2.780 -1.842
47 H 0.300 3.718 -2.269
48 H 2.323 2.926 -1.920
49 H 4.457 2.716 -1.037
50 H 6.370 1.326 -0.320
51 H 5.960 -1.071 0.277
52 H 3.679 -1.999 0.154
53 Te -3.631 3.379 -0.530
54 F -2.240 0.910 5.966
55 C -2.337 0.979 4.631
56 C -2.957 -0.034 3.928
57 F -3.468 -1.086 4.592
58 C -3.062 0.059 2.550
59 F -3.666 -0.966 1.921
60 C -2.554 1.132 1.846
61 Se -2.542 1.083 -0.076
62 C -1.922 2.126 2.571
63 F -1.368 3.167 1.970
64 C -1.821 2.065 3.950
65 F -1.200 3.035 4.638